No. 1
C18H25NO5 in the gas phase. Source: the Open Molecules 2025 dataset; level of theory: the ωB97M-V functional and the def2-TZVPD basis.

Calculated values
- E_LUMO: 0.01903 Eh
- Energy above the lowest of the compared OMol25 structures with the same formula, charge and spin: 136.5 kJ/mol
- HOMO-LUMO gap: 8.4 eV
- Total energy: -1131.8856 Eh
- HOMO level: -7.919 eV

Geometry as XYZ:
```
49
Properties=species:S:1:pos:R:3:forces:R:3:nbo_charge:R:1
C 5.192539 1.959974 0.123568 0.3 0.4 -0.1 -0.239
H 5.084675 1.959575 -0.963800 0.0 0.0 0.1 0.176
O 4.785032 0.734294 0.686380 -0.3 -0.2 0.1 -0.500
C 3.547675 0.217408 0.426040 0.0 -0.1 0.0 0.237
C 3.396064 -1.115809 0.794299 0.0 0.2 -0.1 -0.249
C 2.206157 -1.793108 0.621180 0.0 0.1 0.0 -0.178
C 1.114588 -1.151580 0.053837 0.0 0.0 0.0 -0.038
C 1.253247 0.184528 -0.305614 0.1 0.0 0.0 -0.332
C 2.441553 0.883392 -0.130326 0.2 0.2 0.0 0.297
O 2.570566 2.211345 -0.461447 0.3 -0.4 0.3 -0.527
C 1.539926 2.823618 -1.199524 -0.2 0.1 -0.1 -0.255
H 0.601824 2.870462 -0.640053 0.1 0.0 0.0 0.192
H 1.364091 2.304042 -2.146495 0.0 0.0 0.0 0.178
H 1.892023 3.834806 -1.400787 -0.1 0.0 0.0 0.194
H 0.405071 0.699640 -0.722381 -0.1 0.1 -0.1 0.244
C -0.217961 -1.851139 -0.091051 0.1 0.0 0.0 -0.066
C -0.091342 -3.339485 -0.458155 0.0 0.1 0.0 -0.394
H 0.123376 -3.960421 0.410364 0.1 -0.1 0.0 0.206
H 0.726762 -3.455706 -1.170267 0.1 0.0 0.0 0.212
C -1.426404 -3.726454 -1.111343 -0.1 -0.1 0.0 -0.413
H -1.257045 -4.356614 -1.983993 0.0 -0.1 0.0 0.208
H -2.046560 -4.292132 -0.416461 0.0 -0.1 0.0 0.205
C -2.114426 -2.406335 -1.499871 -0.1 0.1 -0.1 -0.415
H -2.438485 -2.408335 -2.539933 -0.1 0.0 0.0 0.209
H -2.994423 -2.233684 -0.880766 -0.1 0.0 0.0 0.217
C -1.079512 -1.311719 -1.240668 -0.1 -0.1 0.1 -0.409
H -1.553455 -0.362350 -1.001218 0.1 0.1 -0.1 0.231
H -0.446114 -1.173242 -2.118702 0.1 0.1 0.0 0.206
C -0.962647 -1.721932 1.257479 -0.1 -0.2 -0.1 -0.228
N -1.187506 -0.347555 1.633636 0.3 -0.1 0.0 -0.611
C -2.401904 0.230259 1.586606 0.4 0.5 0.4 0.689
O -3.423946 -0.373202 1.326901 -0.4 -0.1 -0.2 -0.649
C -2.414521 1.715590 1.945813 -0.2 -0.1 -0.3 -0.487
C -3.354860 2.450248 0.995501 0.1 -0.1 0.1 -0.519
C -2.787347 2.498745 -0.396943 0.1 0.0 0.0 0.814
O -1.700539 2.095376 -0.725038 0.2 -0.1 0.0 -0.631
O -3.632306 3.060634 -1.263912 -0.5 0.3 -0.2 -0.676
H -3.258482 3.063455 -2.159344 0.2 -0.1 0.2 0.498
H -4.308855 1.919338 0.946021 0.0 0.1 0.0 0.267
H -3.552799 3.472144 1.323574 0.0 0.0 0.0 0.240
H -1.410298 2.135927 1.891855 0.0 0.0 0.1 0.217
H -2.784773 1.809274 2.968183 0.0 0.0 0.0 0.238
H -0.362851 0.225441 1.726339 -0.2 0.1 0.0 0.407
H -1.942619 -2.195523 1.196407 0.1 -0.1 0.1 0.235
H -0.371929 -2.208527 2.040860 -0.1 -0.1 -0.1 0.200
H 2.139318 -2.825017 0.926331 0.0 -0.2 0.0 0.205
H 4.253476 -1.607757 1.225800 0.1 0.0 0.0 0.223
H 6.247564 2.054218 0.381809 -0.1 0.0 0.0 0.186
H 4.638386 2.803883 0.539332 0.1 -0.1 -0.1 0.185
```
Positions in Å, forces in eV/Å.


No. 2
2 unconnected molecules or ions with the total composition C18H25NO5P at a distorted geometry. Source: the Open Molecules 2025 dataset; level of theory: the ωB97M-V functional and the def2-TZVPD basis.

Calculated values
- Net charge: -1
- E_LUMO: 0.04634 Eh
- Energy above the lowest of the compared OMol25 structures with the same formula, charge and spin: 53.8 kJ/mol
- HOMO-LUMO gap: 3.8 eV
- Total energy: -1473.2350 Eh
- HOMO level: -2.533 eV

Geometry as XYZ:
```
50
Properties=species:S:1:pos:R:3:forces:R:3:nbo_charge:R:1
C 3.497381 -1.807081 -0.397187 -0.2 0.4 -0.3 -0.642
C 3.635521 -0.364910 -0.931897 0.4 0.1 0.6 -0.391
C 2.520776 0.567234 -0.465177 0.0 0.3 0.1 -0.273
C 2.734474 2.037306 -0.915149 -0.7 -0.5 -0.2 -0.586
C 1.136647 0.162916 -0.917155 0.3 0.2 0.7 0.005
C 0.851401 -0.408302 -2.079068 -0.5 0.0 -0.3 -0.295
C -0.574302 -0.705688 -2.404024 0.1 -0.4 -0.2 0.549
O -0.930995 -1.665464 -3.064360 0.1 0.9 0.2 -0.515
C -1.561034 0.296777 -1.835731 0.6 -0.7 -0.2 -0.104
C -2.708861 0.632712 -2.504447 -0.1 -0.6 -1.0 -0.157
C -3.538591 1.568560 -1.963416 -1.9 1.0 -0.1 -0.434
P -5.061497 2.127125 -2.798114 0.6 -1.2 -1.0 2.201
N -5.398441 1.387158 -4.115333 0.3 0.1 0.3 -1.326
O -4.864832 3.728518 -2.976541 -0.4 -0.1 0.7 -0.992
O -6.241036 2.038294 -1.708988 0.3 0.9 -0.1 -0.969
C -3.262264 2.176776 -0.758536 0.0 0.4 0.3 -0.206
C -2.119199 1.851893 -0.073705 0.4 0.1 1.2 0.115
C -1.724713 2.500377 1.231069 0.1 0.1 -0.1 -0.660
C -1.281820 0.899436 -0.629075 1.0 -0.5 0.6 -0.146
C 0.004355 0.447480 0.047748 0.0 -0.1 0.0 0.588
O 0.120998 0.287470 1.241389 -0.1 0.4 -0.7 -0.472
H 3.204477 -2.470639 -1.215412 -0.1 -0.1 0.3 0.186
H 4.435228 -2.158913 0.032114 0.0 0.0 -0.1 0.220
H 2.779003 -1.852527 0.433137 0.1 -0.2 0.0 0.289
H 3.752488 -0.302113 -2.021833 -0.1 -0.1 0.1 0.176
H 4.566482 0.041568 -0.516259 -0.1 0.2 -0.2 0.206
H 2.501170 0.574302 0.630029 0.0 -0.3 -0.1 0.252
H 1.768608 2.549508 -0.825181 0.3 0.3 0.2 0.194
H 2.975919 2.064566 -1.982816 0.2 0.1 0.1 0.198
H 3.489282 2.540569 -0.312757 0.0 0.0 -0.1 0.216
H 1.640904 -0.656525 -2.780523 -0.2 -0.3 0.0 0.232
H -2.940340 0.176880 -3.459479 0.1 -0.1 0.1 0.229
H -4.695830 0.675075 -4.278264 -0.3 -0.1 -0.4 0.372
H -3.943076 3.917092 -3.182920 0.0 0.1 -0.2 0.509
H -6.829405 2.799688 -1.805055 -0.1 -0.1 0.2 0.506
H -3.932291 2.932231 -0.363382 0.0 -0.1 0.0 0.219
H -2.456521 3.226176 1.587934 0.0 0.0 -0.2 0.208
H -0.763197 2.997758 1.063532 -0.1 0.1 0.2 0.221
H -1.537110 1.772633 2.018036 -0.1 -0.1 -0.1 0.262
C 0.672841 -3.019809 3.857725 -0.4 -0.7 0.3 -0.627
C 2.115857 -3.410257 3.466278 0.1 1.5 0.6 0.128
C 2.932287 -3.593272 4.765510 -0.2 -0.7 0.4 -0.628
O 2.664046 -2.416427 2.730075 0.1 -0.4 -0.7 -0.973
H 0.653459 -2.080700 4.417040 0.2 0.1 -0.1 0.185
H 0.048173 -2.903014 2.968626 0.1 0.1 -0.1 0.190
H 0.204992 -3.794120 4.490298 -0.1 0.0 0.0 0.154
H 2.041760 -4.430314 3.006420 0.1 0.0 -0.3 0.060
H 2.966542 -2.667826 5.346517 0.0 0.1 -0.2 0.183
H 3.957826 -3.895519 4.539149 0.0 0.1 -0.1 0.188
H 2.492459 -4.374658 5.409158 0.1 0.0 0.0 0.155
```
Positions in Å, forces in eV/Å.


No. 3
A molecular structure, C18H25PPtS4. Source: the Open Molecules 2025 dataset; level of theory: the ωB97M-V functional and the def2-TZVPD basis.

Calculated values
- Net charge: +2
- E_LUMO: -0.31697 Eh
- Energy above the lowest of the compared OMol25 structures with the same formula, charge and spin: 0.0 kJ/mol
- HOMO-LUMO gap: 6.0 eV
- Total energy: -2753.7954 Eh
- HOMO level: -14.657 eV

Geometry as XYZ:
```
49
Properties=species:S:1:pos:R:3:forces:R:3:nbo_charge:R:1
Pt -0.145710 1.356229 -0.640438 -0.2 0.2 0.1 0.554
C 1.704119 -0.770041 3.291074 0.0 0.0 0.0 -0.600
C 1.614710 -0.569735 1.770698 0.0 0.0 0.0 -0.260
C 2.996999 -0.479044 1.136469 0.0 0.0 0.0 -0.614
C 0.751303 0.635890 1.503364 0.0 0.0 -0.1 -0.011
C -0.658646 0.506346 1.458296 -0.1 0.0 0.0 -0.177
C -1.525420 1.628710 1.371813 0.0 0.0 0.0 -0.258
C -1.014281 2.929309 1.276763 0.0 0.0 0.0 0.039
C -1.886919 4.139565 1.212363 0.0 0.0 0.0 -0.658
C 0.389742 3.047735 1.174426 0.3 -0.2 -0.1 -0.216
C 1.255318 1.941264 1.307061 -0.2 0.1 0.1 -0.223
H 2.282424 -1.666505 3.510330 0.0 0.0 0.0 0.244
H 0.719429 -0.884024 3.746282 0.0 0.0 0.0 0.217
H 2.204326 0.076812 3.764805 0.0 0.0 0.0 0.220
H 1.089833 -1.429908 1.341490 0.0 0.0 0.0 0.227
H 3.607557 0.300038 1.596720 0.0 0.0 0.0 0.218
H 2.943095 -0.294145 0.060534 0.0 0.0 0.0 0.207
H 3.525930 -1.419622 1.284502 0.0 0.0 0.0 0.248
H -1.090221 -0.483133 1.558684 0.0 0.0 0.0 0.256
H -2.596626 1.475989 1.407391 0.0 0.0 0.0 0.266
H -1.738416 4.678657 0.272623 0.0 0.0 0.0 0.250
H -1.624897 4.829542 2.015971 0.0 0.0 0.0 0.270
H -2.939900 3.884136 1.304817 0.0 0.0 0.0 0.247
H 0.815187 4.031275 1.011689 0.0 0.0 0.0 0.273
H 2.324888 2.096888 1.252865 0.0 0.0 0.0 0.275
S 1.857822 1.707504 -2.046765 -0.1 0.1 0.1 -0.061
S 1.365848 1.774620 -3.912792 -0.1 0.1 -0.1 0.167
S -0.491315 2.800237 -3.950197 0.2 0.0 0.0 0.168
S -0.845740 3.197748 -2.090549 0.0 0.1 0.0 -0.083
C -1.080255 -0.502928 -3.480945 0.0 0.0 0.0 -0.988
P -1.164895 -0.370915 -1.693524 0.1 -0.2 0.0 1.300
C -2.921760 -0.343065 -1.295380 0.0 0.0 0.0 -0.985
C -0.413544 -1.861596 -1.042079 0.0 0.0 0.0 -0.372
C 0.904285 -2.149774 -1.406080 0.0 0.0 0.0 -0.222
C 1.515821 -3.296132 -0.927607 0.0 0.0 0.0 -0.182
C 0.821420 -4.149569 -0.077550 0.0 0.0 0.0 -0.158
C -0.486021 -3.861519 0.292147 0.0 0.0 0.0 -0.192
C -1.108679 -2.718831 -0.188698 0.0 0.0 0.0 -0.219
H -0.049886 -0.578058 -3.821226 0.0 0.0 0.0 0.272
H -1.573227 0.335819 -3.968366 0.0 0.0 0.0 0.271
H -1.601585 -1.426526 -3.742990 0.0 0.0 0.0 0.285
H -3.406229 -1.205280 -1.757184 0.0 0.0 0.0 0.282
H -3.359133 0.569077 -1.703002 0.0 0.0 0.0 0.278
H -3.090319 -0.370108 -0.220701 0.0 0.0 0.0 0.254
H 1.456381 -1.484750 -2.062348 0.0 0.0 0.0 0.225
H 2.531091 -3.527831 -1.220319 0.0 0.0 0.0 0.245
H 1.299213 -5.047139 0.291775 0.0 0.0 0.0 0.248
H -1.026969 -4.534209 0.943817 0.0 0.0 0.0 0.247
H -2.136131 -2.519017 0.089955 0.0 0.0 0.0 0.224
```
Positions in Å, forces in eV/Å.


No. 4
C18H26ClN3O3 in the gas phase. Source: the Open Molecules 2025 dataset; level of theory: the ωB97M-V functional and the def2-TZVPD basis.

Calculated values
- E_LUMO: 0.02584 Eh
- Energy above the lowest of the compared OMol25 structures with the same formula, charge and spin: 0.0 kJ/mol
- HOMO-LUMO gap: 8.7 eV
- Total energy: -1551.7602 Eh
- HOMO level: -8.031 eV

Geometry as XYZ:
```
51
Properties=species:S:1:pos:R:3:forces:R:3:nbo_charge:R:1
C -2.284097 -1.451508 -5.494472 0.0 0.0 0.0 -0.625
C -1.812452 -0.725585 -4.274154 0.0 0.0 -0.1 -0.073
C -2.564464 -0.692522 -3.106695 0.1 0.1 -0.1 -0.187
C -2.126491 -0.023622 -1.981561 0.1 0.1 0.1 -0.267
C -0.901717 0.641421 -1.988946 -0.1 -0.2 -0.4 0.253
C -0.134047 0.629882 -3.148803 0.1 0.0 0.1 -0.283
C -0.595546 -0.050512 -4.260009 -0.3 0.0 0.3 -0.006
Cl 0.386941 -0.046299 -5.685296 0.2 0.0 -0.2 -0.005
H 0.818957 1.130312 -3.174113 0.0 0.0 0.0 0.255
N -0.523188 1.347291 -0.847454 -0.3 0.1 0.2 -0.675
C 0.785487 1.608378 -0.485951 -0.1 0.3 0.1 0.799
O 1.755632 1.160900 -1.065381 0.2 -0.2 -0.3 -0.659
N 0.922362 2.464968 0.575249 0.0 0.2 -0.1 -0.451
C -0.166154 3.071068 1.295252 -0.1 0.0 0.0 -0.240
H -1.009219 3.219823 0.619704 0.1 0.0 0.1 0.225
H 0.166690 4.057769 1.629684 -0.1 0.0 0.0 0.204
C -0.584628 2.201942 2.524480 -0.2 -0.1 0.0 -0.244
N 0.228105 1.011703 2.610522 -0.1 -0.1 0.2 -0.449
C -0.220292 -0.109329 1.984609 0.1 0.3 0.4 0.921
O -1.311163 -0.150089 1.447503 -0.4 -0.3 -0.3 -0.705
O 0.653032 -1.112305 2.070138 0.1 0.1 0.1 -0.535
C 0.416338 -2.366765 1.379518 -0.2 -0.6 -0.4 0.275
C 0.251412 -2.130420 -0.120766 0.0 0.2 0.3 -0.651
H 1.037525 -1.474463 -0.490433 0.1 0.1 -0.1 0.232
H -0.710771 -1.674480 -0.334892 0.0 0.0 -0.1 0.234
H 0.311584 -3.078407 -0.647704 0.0 -0.1 0.0 0.216
C 1.686171 -3.172510 1.656178 -0.3 0.4 0.0 -0.615
H 1.846604 -3.259824 2.727858 0.0 -0.1 0.1 0.213
H 2.545249 -2.674606 1.214430 0.1 0.0 -0.1 0.217
H 1.594577 -4.166174 1.228657 0.0 -0.1 -0.1 0.215
C -0.807124 -3.066479 1.968730 0.1 0.3 0.0 -0.643
H -0.669806 -3.228808 3.035848 0.0 -0.1 0.1 0.209
H -1.694436 -2.458302 1.815991 0.0 0.0 0.0 0.239
H -0.948770 -4.025748 1.479305 0.0 -0.1 0.0 0.215
C 1.581229 1.143718 3.116190 0.4 0.0 0.2 -0.214
C 2.253669 2.442992 2.668789 -0.2 -0.2 -0.2 -0.428
H 3.291084 2.422771 3.005338 0.0 0.1 0.1 0.230
H 1.773115 3.295264 3.151557 0.0 0.1 0.1 0.195
C 2.243893 2.628315 1.149851 0.3 0.0 0.0 -0.220
H 2.628305 3.627513 0.907454 0.0 -0.1 0.0 0.193
H 2.886164 1.889153 0.665828 0.0 0.2 0.1 0.246
H 2.152701 0.288088 2.755994 0.0 0.1 0.1 0.235
H 1.560080 1.109078 4.213288 0.1 0.0 -0.1 0.193
H -1.623058 1.879714 2.429313 0.1 0.1 0.1 0.242
H -0.478308 2.763398 3.454516 0.0 0.0 0.0 0.202
H -1.180257 1.231439 -0.083977 0.2 0.0 0.0 0.425
H -2.725960 -0.020651 -1.082731 -0.1 0.0 0.1 0.219
H -3.514352 -1.206265 -3.081121 -0.1 -0.1 0.0 0.211
H -3.249269 -1.917660 -5.315495 -0.1 0.0 0.0 0.212
H -2.374361 -0.762647 -6.333633 0.0 0.0 -0.1 0.224
H -1.566978 -2.220918 -5.778194 0.0 -0.1 -0.1 0.224
```
Positions in Å, forces in eV/Å.